No. 1
Formula: C56H53AgAsGeN5O3PS
Source: OMol25
Level of theory: ωB97M-V with the def2-TZVPD basis set

Atoms and positions in Å:
Ag (0.776392, -1.185649, -0.085904)
N (7.218892, 3.460516, 1.328996)
C (6.173425, 2.564881, 1.473765)
C (5.489921, 2.456173, 2.690407)
C (4.471653, 1.535247, 2.842108)
C (4.123677, 0.714891, 1.778110)
C (4.814596, 0.790907, 0.578215)
C (5.830813, 1.711381, 0.421093)
S (2.746295, -0.393521, 1.879887)
O (2.980663, -1.421529, 0.878211)
O (2.584754, -0.843204, 3.235967)
N (1.445642, 0.399868, 1.330610)
C (0.901617, 1.483267, 1.922760)
N (-0.273689, 1.907368, 1.397456)
C (-0.834740, 2.978988, 1.935329)
C (-0.278350, 3.666746, 2.998520)
C (0.924306, 3.162531, 3.466543)
N (1.514886, 2.097872, 2.951041)
H (7.252817, 4.223424, 1.982106)
H (7.478906, 3.697825, 0.387041)
H (5.764940, 3.106156, 3.513164)
H (3.938553, 1.438037, 3.775131)
H (4.544135, 0.110674, -0.220822)
H (6.370099, 1.775573, -0.514753)
H (-1.771962, 3.297391, 1.488641)
H (-0.745614, 4.539098, 3.429324)
H (1.443419, 3.631022, 4.298820)
O (-1.122834, 0.693703, -1.063796)
H (-0.874489, 1.197051, -0.250843)
H (-1.941979, 0.245335, -0.828693)
C (-2.690921, -3.609118, -2.313790)
C (-1.492712, -2.967261, -1.824633)
N (-0.533952, -2.470884, -1.443467)
H (-2.435213, -4.570494, -2.757692)
H (-3.157883, -2.977636, -3.068955)
H (-3.383435, -3.761613, -1.486162)
C (3.330749, 0.299200, -2.989765)
C (3.355923, 1.013211, -4.338381)
As (5.063338, 0.965290, -5.355780)
C (5.391156, -0.958397, -5.460417)
C (6.690059, -1.402838, -5.707977)
C (6.963533, -2.753644, -5.852476)
C (5.936737, -3.684368, -5.767229)
C (4.636039, -3.250042, -5.564432)
C (4.365787, -1.896023, -5.423419)
C (6.274269, 1.456021, -3.888235)
C (7.020343, 0.563354, -3.124956)
C (7.932561, 1.027796, -2.186978)
C (8.098985, 2.390984, -1.988176)
C (7.336513, 3.290440, -2.720469)
C (6.438428, 2.823391, -3.667919)
P (1.627356, 0.238554, -2.207206)
C (0.719854, -0.527051, -3.607569)
C (-0.348241, -0.041947, -4.352701)
C (-0.914572, -0.810368, -5.363553)
C (-0.425987, -2.075875, -5.645341)
C (0.621381, -2.586109, -4.889185)
C (1.176446, -1.822154, -3.878877)
C (1.384716, 2.046129, -2.049323)
C (2.112539, 2.585134, -0.984328)
C (2.030572, 3.930361, -0.668825)
C (1.203255, 4.763779, -1.409127)
C (0.483051, 4.243017, -2.472582)
C (0.573652, 2.895405, -2.793676)
H (3.975378, 0.832000, -2.287721)
H (3.703542, -0.724355, -3.057602)
H (3.127440, 2.071096, -4.193266)
H (2.589982, 0.621663, -5.010887)
H (7.495494, -0.680409, -5.786778)
H (7.978485, -3.082611, -6.036815)
H (6.149414, -4.740686, -5.869652)
H (3.824077, -3.965854, -5.516519)
H (3.340661, -1.573143, -5.295936)
H (6.900540, -0.503149, -3.267065)
H (8.519022, 0.322116, -1.611532)
H (8.822932, 2.748077, -1.265275)
H (7.460400, 4.356111, -2.571619)
H (5.864621, 3.528380, -4.260831)
H (-0.776737, 0.924019, -4.137808)
H (-1.737718, -0.406700, -5.940149)
H (-0.859660, -2.663260, -6.444969)
H (0.994179, -3.585660, -5.078877)
H (1.973169, -2.231981, -3.265973)
H (2.738095, 1.933825, -0.385558)
H (2.603378, 4.326374, 0.160996)
H (1.112915, 5.811249, -1.150507)
H (-0.157162, 4.890479, -3.058998)
H (0.009197, 2.520422, -3.631890)
C (-5.065425, -3.648818, 0.457877)
C (-4.063721, -4.448144, 0.993583)
C (-2.861991, -3.882847, 1.403672)
C (-2.643903, -2.510748, 1.298653)
C (-3.658496, -1.723136, 0.749690)
C (-4.861583, -2.279413, 0.336721)
Ge (-0.917673, -1.662518, 1.880324)
C (-1.427079, -0.687186, 3.526053)
C (-0.444736, -0.122214, 4.341123)
C (-0.795589, 0.587667, 5.480799)
C (-2.131257, 0.748362, 5.820184)
C (-3.116350, 0.184271, 5.022419)
C (-2.765660, -0.523347, 3.881589)
C (0.224008, -3.197223, 2.429167)
C (0.700872, -4.069232, 1.445867)
C (1.589967, -5.087469, 1.752816)
C (2.025774, -5.248738, 3.059760)
C (1.551518, -4.402521, 4.049801)
C (0.659009, -3.387624, 3.737344)
H (-6.001131, -4.089667, 0.136693)
H (-4.225164, -5.514151, 1.101491)
H (-2.087798, -4.508814, 1.834076)
H (-3.510487, -0.648875, 0.672594)
H (-5.643894, -1.649205, -0.069073)
H (0.600229, -0.247850, 4.088486)
H (-0.022243, 1.016464, 6.107160)
H (-2.404274, 1.307649, 6.706656)
H (-4.160310, 0.293144, 5.290384)
H (-3.540681, -0.967364, 3.268720)
H (0.359505, -3.967902, 0.424323)
H (1.946869, -5.746430, 0.970549)
H (2.733687, -6.031205, 3.303232)
H (1.886631, -4.527178, 5.072243)
H (0.306585, -2.724684, 4.518672)

Forces on atoms 1 to 6 (eV/Å):
-0.71 0.12 -0.77
0.08 -0.04 0.04
-0.10 -0.11 0.04
0.06 0.03 -0.06
0.00 -0.06 0.01
-0.27 -0.22 0.03

Summary:
* multiplicity: 2
* electronic energy: -7864.45135 Ha
* expectation value of S²: 0.75
* energy above the lowest of the compared OMol25 structures with the same formula, charge and spin: 6.47 kcal/mol
* LUMO level (spin up / spin down): 0.48 / -0.76 eV
* charge: 0
* orbital gap (spin up / spin down): 7.04 / 6.87 eV

---

No. 2
Formula: C4H14N2OS
Source: OMol25
Level of theory: ωB97M-V with the def2-TZVPD basis set

Atoms and positions in Å:
C (0.606847, -1.404221, 0.205298)
N (0.549275, 0.045318, -0.066286)
C (0.127185, 0.381777, -1.433828)
C (0.903016, 1.558286, -1.988155)
S (2.726562, 1.450375, -1.997262)
C (-0.579716, -2.062452, 0.966667)
N (-1.216229, -1.275097, 2.046163)
H (0.613741, -1.900907, -0.760017)
H (1.539101, -1.569736, 0.746851)
H (2.845567, 0.377292, -1.199939)
H (-0.951165, 0.546959, -1.442265)
H (0.385838, -0.442437, -2.105472)
H (0.603193, 1.834265, -2.998054)
H (0.674679, 2.458986, -1.404087)
H (-0.204564, -2.967879, 1.439442)
H (-1.384145, -2.343964, 0.288650)
H (-0.676011, -1.468307, 2.888604)
H (0.013480, 0.592194, 0.579651)
H (-1.263279, -0.301806, 1.825039)
H (-2.506405, 2.531464, 1.365686)
H (-1.174341, 1.784450, 1.896471)
O (-1.632626, 2.175443, 1.146845)

Forces on atoms 1 to 6 (eV/Å):
-0.59 0.59 0.56
0.16 -0.78 -1.10
0.69 -0.35 0.13
-0.21 1.57 0.52
-0.11 -0.44 -0.14
-0.29 0.79 0.22

Summary:
* electronic energy: -743.70003 Ha
* energy above the lowest of the compared OMol25 structures with the same formula, charge and spin: 21.21 kcal/mol
* LUMO level: 0.54 eV
* SMILES: NCCNCCS.O
* charge: 0
* orbital gap: 9.01 eV

---

No. 3
Formula: C2H7S3
Source: OMol25
Level of theory: ωB97M-V with the def2-TZVPD basis set

Atoms and positions in Å:
C (-0.479021, -1.170381, 1.839219)
S (1.266197, -0.649829, 2.511911)
H (-0.157272, -1.883584, 1.140121)
H (-0.785301, -0.303417, 1.441711)
H (-0.935317, -1.762219, 2.730175)
C (-0.215839, 0.309813, -2.152677)
S (0.009457, 2.117027, -2.376036)
S (1.188706, 2.640828, -0.628394)
H (-1.136710, 0.283414, -1.544102)
H (-0.472591, -0.078615, -3.208930)
H (0.685997, -0.134011, -1.659077)
H (1.031690, 0.630978, 1.906079)

Forces on atoms 1 to 6 (eV/Å):
3.17 -3.80 4.39
-1.66 1.82 -1.15
-0.27 -0.83 -1.33
-2.12 2.72 -1.13
0.03 1.71 -1.75
-0.65 0.47 -0.96

Summary:
* electronic energy: -1274.95747 Ha
* energy above the lowest of the compared OMol25 structures with the same formula, charge and spin: 33.79 kcal/mol
* LUMO level: 3.20 eV
* charge: -1
* orbital gap: 5.61 eV

---

No. 4
Formula: C4H7FN3O2
Source: OMol25
Level of theory: ωB97M-V with the def2-TZVPD basis set

Atoms and positions in Å:
C (0.038543, 0.337849, 0.614821)
H (1.434378, -0.376753, -0.838623)
F (-2.048195, 0.055317, 0.752829)
C (0.334034, -0.321818, -0.737425)
C (0.352559, -0.559719, 1.802723)
H (-0.123496, -1.547910, 1.697394)
H (1.437672, -0.745361, 1.808544)
H (0.087508, -0.047539, 2.737440)
C (-0.098189, 1.828028, 0.726623)
N (-0.751138, 2.797440, 0.927996)
N (-0.022796, 0.634989, -1.891922)
O (-1.113914, 0.518660, -2.400648)
O (0.853532, 1.367656, -2.304235)
N (-0.299938, -1.572631, -0.869440)
H (0.010290, -2.055506, -1.756342)
H (-1.304276, -1.445820, -0.944567)
H (1.213429, 1.133112, 0.674829)

Forces on atoms 1 to 6 (eV/Å):
2.50 3.78 0.22
-0.67 -0.42 -0.19
0.02 -0.74 -0.31
0.56 0.53 0.22
0.21 0.09 0.19
-0.23 0.76 0.07

Summary:
* electronic energy: -571.05019 Ha
* LUMO level: 3.44 eV
* charge: -1
* orbital gap: 7.28 eV

---

No. 5
Formula: C40H66N3O5SSi2W
Source: OMol25
Level of theory: ωB97M-V with the def2-TZVPD basis set

Atoms and positions in Å:
W (-0.553643, 0.550826, -0.193144)
C (9.257779, -3.160107, 0.731698)
O (7.945601, -3.139232, 0.176232)
C (6.925196, -3.510038, 0.974610)
C (5.653530, -3.511072, 0.385187)
C (4.547601, -3.847003, 1.128550)
C (4.688369, -4.208612, 2.473906)
C (5.951695, -4.280995, 3.027931)
C (7.073973, -3.906528, 2.298808)
N (3.613061, -4.650294, 3.320250)
N (2.488018, -4.132120, 3.305842)
C (2.206463, -2.861999, 2.704484)
C (2.898585, -1.709194, 2.973055)
C (2.479369, -0.454781, 2.473211)
C (1.379375, -0.380704, 1.677348)
O (0.925186, 0.746403, 1.054121)
C (0.638203, -1.541947, 1.431297)
N (-0.449770, -1.370731, 0.615106)
C (-1.253670, -2.402169, 0.402990)
C (-0.995545, -3.662073, 0.944707)
C (0.137731, -3.861933, 1.698534)
C (1.003186, -2.781974, 1.956760)
H (9.920279, -2.803011, -0.048743)
H (9.544172, -4.173397, 1.017945)
H (9.327988, -2.499057, 1.597154)
H (5.575057, -3.252735, -0.664373)
H (3.572919, -3.870905, 0.657699)
H (6.054415, -4.616610, 4.053366)
H (8.047755, -3.951470, 2.763153)
H (3.787862, -1.763564, 3.587111)
H (3.041134, 0.443700, 2.699195)
H (-2.122387, -2.220394, -0.217128)
H (-1.684598, -4.470998, 0.747886)
H (0.366750, -4.837940, 2.109879)
C (-2.449083, 1.937410, 4.163864)
C (-2.396848, 0.640722, 3.367280)
C (-3.652592, -0.193589, 3.577130)
C (-1.176233, -0.155932, 3.771302)
O (-2.251440, 0.950106, 1.926549)
Si (-3.333131, 1.835076, 1.028734)
S (-2.352828, 1.862815, -0.879897)
O (-3.524871, 3.306067, 1.632128)
C (-3.245911, 4.695147, 1.335319)
C (-3.754481, 5.476328, 2.532745)
C (-1.746532, 4.885438, 1.168437)
C (-4.001170, 5.079386, 0.072319)
O (-4.744680, 1.077903, 0.984702)
C (-5.679420, 0.495904, 0.053997)
C (-5.037258, -0.733169, -0.575299)
C (-6.893577, 0.106349, 0.874667)
C (-6.040268, 1.532540, -0.999190)
H (-2.398511, 1.702164, 5.228085)
H (-3.368330, 2.491235, 3.975932)
H (-1.601037, 2.577944, 3.908962)
H (-3.665156, -0.563494, 4.604012)
H (-3.660036, -1.051485, 2.899443)
H (-4.559067, 0.386535, 3.407095)
H (-1.196659, -0.335563, 4.847166)
H (-0.266069, 0.394419, 3.534485)
H (-1.161381, -1.124876, 3.269894)
H (-3.210730, 5.187917, 3.434327)
H (-4.816322, 5.277424, 2.687512)
H (-3.619154, 6.547075, 2.370890)
H (-1.220601, 4.544278, 2.063159)
H (-1.519160, 5.942496, 1.017247)
H (-1.374133, 4.330193, 0.305967)
H (-5.067192, 4.878789, 0.198224)
H (-3.636067, 4.511545, -0.787528)
H (-3.871263, 6.142149, -0.139355)
H (-4.755726, -1.444744, 0.206301)
H (-4.147454, -0.450117, -1.142564)
H (-5.735772, -1.224137, -1.255577)
H (-6.616588, -0.617865, 1.643199)
H (-7.657527, -0.337930, 0.234057)
H (-7.315261, 0.986838, 1.361954)
H (-5.162758, 1.813415, -1.587180)
H (-6.443934, 2.427588, -0.521214)
H (-6.794369, 1.134113, -1.680184)
C (2.209776, 2.259290, -3.897241)
C (1.046475, 2.081680, -2.913036)
C (1.357979, 2.921758, -1.657345)
C (-0.182698, 2.726820, -3.580273)
Si (0.741870, 0.217995, -2.393470)
C (-0.357969, -0.718682, -3.685520)
C (0.115301, -0.471924, -5.127701)
C (-0.354496, -2.235463, -3.432469)
C (-1.830587, -0.282269, -3.587971)
C (2.446401, -0.686797, -2.140939)
C (3.133247, -1.003511, -3.481381)
C (2.310703, -2.034601, -1.405784)
C (3.390593, 0.179160, -1.284490)
H (2.287722, 3.321008, -4.160787)
H (2.047052, 1.707979, -4.826336)
H (3.169907, 1.958882, -3.484303)
H (1.390227, 3.984623, -1.925157)
H (2.313007, 2.660823, -1.201156)
H (0.595144, 2.845950, -0.876613)
H (0.050650, 3.775100, -3.799989)
H (-1.065914, 2.725110, -2.944755)
H (-0.443925, 2.253626, -4.525001)
H (1.147539, -0.779562, -5.291752)
H (0.031436, 0.573412, -5.422715)
H (-0.513048, -1.053335, -5.813304)
H (0.574616, -2.706563, -3.757823)
H (-1.165895, -2.693730, -4.009584)
H (-0.515427, -2.491174, -2.380056)
H (-1.982079, 0.784749, -3.749316)
H (-2.263015, -0.533207, -2.617053)
H (-2.413799, -0.819920, -4.345142)
H (2.601113, -1.780230, -4.033041)
H (4.136847, -1.392974, -3.269460)
H (3.248626, -0.140749, -4.134285)
H (1.655183, -2.741465, -1.910501)
H (1.961021, -1.912710, -0.382440)
H (3.306001, -2.499916, -1.351088)
H (3.848916, 0.982697, -1.860432)
H (4.205928, -0.446151, -0.899863)
H (2.894513, 0.632527, -0.424154)

Forces on atoms 1 to 6 (eV/Å):
-0.16 0.61 0.42
-0.10 0.01 -0.05
0.11 0.02 0.01
-0.02 -0.04 -0.01
0.10 0.03 0.00
-0.19 -0.08 0.13

Summary:
* multiplicity: 3
* electronic energy: -3148.46466 Ha
* expectation value of S²: 2.02
* energy above the lowest of the compared OMol25 structures with the same formula, charge and spin: 0.00 kcal/mol
* LUMO level (spin up / spin down): -4.26 / -4.09 eV
* charge: +1
* orbital gap (spin up / spin down): 6.05 / 6.23 eV

---

No. 6
Formula: C4H6N2O2
Source: OMol25
Level of theory: ωB97M-V with the def2-TZVPD basis set

Atoms and positions in Å:
C (1.437343, 0.749145, -1.611697)
C (0.133070, 0.082836, 0.098166)
C (-0.667748, -1.916428, 0.149075)
C (-0.793059, -0.013248, 1.034014)
H (0.904877, -0.041959, -2.267550)
H (2.472650, 0.266619, -1.197458)
H (1.815962, 1.625360, -2.197987)
H (-0.685477, -2.956722, -0.018495)
H (-1.728240, 1.599596, 1.175503)
H (-0.905433, 1.053223, 2.710979)
N (0.110699, -1.082431, -0.549017)
N (-1.542662, 0.792988, 1.982347)
O (0.621927, 1.169404, -0.464841)
O (-1.173907, -1.328383, 1.156962)

Forces on atoms 1 to 6 (eV/Å):
2.53 -0.85 -0.23
-1.92 -0.09 -1.10
3.53 1.51 -2.90
-2.11 -0.10 5.01
0.94 1.69 1.19
-2.60 0.80 -0.88

Summary:
* electronic energy: -415.91259 Ha
* energy above the lowest of the compared OMol25 structures with the same formula, charge and spin: 80.34 kcal/mol
* LUMO level: 0.80 eV
* SMILES: COc1ncoc1N
* charge: 0
* orbital gap: 9.33 eV